# 1
C28H23BrHfN7O2S | ωB97M-V with the def2-TZVPD basis set

```
63
Properties=species:S:1:pos:R:3:lowdin_charge:R:1
Hf 0.3708 0.3721 0.7042 1.788
Br -3.2551 -9.9326 5.8048 0.881
S -1.4427 2.8413 -0.6742 1.101
O -0.0880 2.1303 -0.2015 -0.650
O -1.0806 -0.6892 -0.0251 -0.246
N 3.8198 -2.0005 -0.2801 0.169
N -3.9033 -3.5224 3.7431 0.115
N -4.6640 -4.3105 4.2720 0.197
N 2.5367 1.1423 1.1362 -0.027
N -0.6699 -0.1456 2.4764 -0.088
N 4.7051 0.8867 0.9476 0.166
N 1.8165 -1.1966 0.0506 -0.035
C 3.1234 -0.9626 0.1831 -0.235
C 1.6898 -2.4465 -0.5223 -0.053
C -2.6735 -7.3942 4.7171 -0.097
C -4.9317 -7.6772 5.5953 -0.084
C -1.5767 -1.1810 2.1951 -0.176
C -1.7824 -1.4742 0.8770 -0.319
C -1.9660 6.5388 1.8117 -0.017
C -0.7555 6.3557 1.1434 -0.034
C -2.6488 -2.5272 0.5172 0.023
C -2.9654 -6.1018 4.3658 0.001
C -5.2242 -6.3768 5.2414 0.025
C -3.6613 -8.1798 5.3315 -0.667
C -4.2485 -5.5916 4.6204 -0.240
C -3.3182 -3.2521 1.4561 0.011
C -0.5070 0.2234 3.7864 -0.108
C -0.5485 5.2228 0.3805 -0.068
C 3.5123 0.3166 0.7559 -0.245
C -0.9714 3.4826 -2.2610 -0.190
C -1.1561 -0.3888 4.8107 -0.027
C -2.2451 -1.8817 3.2496 -0.066
C 2.9311 -2.9503 -0.7396 0.002
C -2.9731 5.5893 1.7371 -0.032
C -3.1721 -2.9485 2.8570 -0.164
C -2.7804 4.4363 0.9880 -0.067
C 3.1560 2.2879 1.5912 -0.070
C 4.5022 2.1397 1.4787 -0.005
C -2.0330 -1.4667 4.5349 0.053
C -1.5721 4.2770 0.3176 -0.429
H -2.7931 -2.7503 -0.5331 0.138
H 0.3835 5.0835 -0.1527 0.115
H -1.8232 4.0644 -2.6168 0.093
H -0.0910 4.1136 -2.1638 0.071
H -5.6740 -8.3013 6.0712 0.120
H 0.0169 7.1100 1.2068 0.125
H 0.7285 -2.8752 -0.7461 0.128
H 5.3125 2.8025 1.7283 0.145
H -3.9095 5.7449 2.2545 0.127
H 4.8250 -2.1001 -0.3007 0.190
H 0.1814 1.0380 3.9798 0.120
H 5.6124 0.4901 0.7475 0.189
H -3.5585 3.6870 0.9133 0.118
H -0.9962 -0.0544 5.8243 0.124
H -3.9961 -4.0422 1.1677 0.127
H -1.6952 -7.8131 4.5313 0.112
H -2.1228 7.4384 2.3918 0.129
H -0.7967 2.6404 -2.9277 0.076
H -2.2143 -5.4771 3.8980 0.115
H 3.2554 -3.8816 -1.1705 0.146
H -2.5479 -1.9546 5.3544 0.138
H 2.6052 3.1338 1.9648 0.125
H -6.2005 -5.9489 5.4273 0.133
```

Calculated values
E (a.u.): -4633.9839
HOMO-LUMO gap (hartree): 0.205
Charge: +3
E_HOMO (eV): -14.18



# 2
C20H7Cl36NO2 | ωB97M-V with the def2-TZVPD basis set

```
66
Properties=species:S:1:pos:R:3:lowdin_charge:R:1
Cl -4.1766 0.8744 6.0402 0.470
Cl 5.8880 2.7364 6.7525 0.518
Cl -3.7640 -7.9701 2.0035 0.530
Cl -5.6294 1.5117 8.4539 0.520
Cl -1.5264 7.5334 1.6448 0.521
Cl -3.0474 -0.3957 3.0528 0.561
Cl 5.7213 -0.1436 6.8138 0.524
Cl -6.7612 -0.3185 6.5309 0.519
Cl -0.4641 -1.4634 3.7364 0.543
Cl -0.7535 4.7665 1.8922 0.501
Cl -4.0227 -2.3199 -4.1256 0.496
Cl -1.8742 -0.4470 -3.7550 0.677
Cl -6.5623 2.4914 5.9054 0.522
Cl 7.3499 1.1988 -4.9783 0.521
Cl 3.1156 4.7818 4.4616 0.513
Cl 4.1169 1.3588 4.9479 0.495
Cl -0.1710 6.2122 -0.5344 0.531
Cl -1.4233 0.9074 5.0693 0.481
Cl -0.6683 1.0039 2.2517 0.542
Cl 1.2600 6.8288 1.8912 0.514
Cl -1.9907 -8.6504 -0.1683 0.516
Cl 0.4037 5.1949 5.3527 0.528
Cl 7.2474 3.5953 -6.5813 0.525
Cl -3.0806 -7.4865 -3.7690 0.513
Cl 2.0100 3.1229 6.5537 0.501
Cl 1.0786 2.8183 3.8491 0.442
Cl -4.5517 0.5182 -4.2646 0.539
Cl -4.5945 -6.3475 -5.9435 0.537
Cl -4.3189 -7.0262 -0.6661 0.489
Cl 6.3966 3.6647 -3.8259 0.531
Cl 6.9739 1.1826 4.5777 0.522
Cl -4.6602 -5.1054 -3.3420 0.462
Cl 4.8038 2.2832 -5.7927 0.536
Cl -3.0658 -0.7819 -6.3712 0.540
Cl -4.6248 -9.8210 -0.0359 0.525
Cl -5.9632 -7.6492 -3.7668 0.529
O 0.6957 2.7622 -1.0647 0.134
O -2.0972 -0.5989 -0.0491 0.096
N -1.2284 1.4377 -0.8246 0.129
C -1.4095 0.0144 3.5324 -1.981
C -5.7804 1.1395 6.7324 -2.046
C 0.1410 1.7235 -1.2376 -0.369
C 6.4535 2.6867 -5.2919 -2.055
C 1.7957 0.2135 -2.6055 -0.140
C -4.5748 -6.6531 -4.2051 -2.041
C 2.7954 1.3134 -2.9560 -0.141
C 0.0332 -1.8891 -1.9453 -0.053
C 4.0571 1.0062 -2.2793 -0.138
C 5.6730 1.2824 5.7707 -2.048
C -1.2994 -0.0090 -0.7059 -0.474
C 1.1629 -2.1251 -2.7170 -0.039
C 1.6517 3.9831 5.0504 -2.025
C 2.0448 -1.0882 -3.0340 -0.002
C 5.0717 0.6936 -1.7217 0.112
C 0.6608 0.4639 -1.8456 -0.067
C -0.1956 -0.5909 -1.5405 -0.209
C -0.2975 6.3323 1.2225 -2.047
C -3.6762 -8.3655 0.2852 -2.049
C -3.3841 -0.7549 -4.6353 -2.004
H 2.9235 1.3039 -4.0390 0.076
H -0.6514 -2.6784 -1.6654 0.128
H 2.9344 -1.2710 -3.6230 0.126
H 1.4035 -3.1167 -3.0779 0.112
H 2.4231 2.2851 -2.6387 0.112
H 5.7891 0.2347 -1.0827 0.033
H -1.7864 1.6055 -1.6685 0.133
```

Calculated values
E (a.u.): -17538.2762
HOMO-LUMO gap (hartree): 0.343
SMILES: C#CCc1cccc2c1C(=O)NC2=O.ClC(Cl)(Cl)Cl.ClC(Cl)(Cl)Cl.ClC(Cl)(Cl)Cl.ClC(Cl)(Cl)Cl.ClC(Cl)(Cl)Cl.ClC(Cl)(Cl)Cl.ClC(Cl)(Cl)Cl.ClC(Cl)(Cl)Cl.ClC(Cl)(Cl)Cl
E_HOMO (eV): -9.91



# 3
H22O11 | ωB97M-V with the def2-TZVPD basis set

```
33
Properties=species:S:1:pos:R:3:lowdin_charge:R:1
O -3.0812 0.0285 -1.4329 -0.072
O 1.1099 -0.8233 4.0704 -0.058
O -2.9703 -2.3424 0.9826 -0.057
O -0.6680 1.3455 -3.3290 -0.040
O 3.2350 0.2049 -2.4120 -0.051
O -0.2493 -3.0934 -1.4688 -0.060
O 1.0846 2.2299 -1.3014 -0.070
O 2.8600 1.8524 1.0427 -0.060
O 0.0928 1.5287 2.5905 -0.040
O -0.1169 -1.9053 1.5873 -0.040
O -0.5140 0.0513 -0.3224 -0.061
H 3.5333 0.9302 -2.9693 0.037
H 1.2311 3.1511 -1.5372 0.069
H -3.6454 -2.2019 0.3098 0.035
H 0.4147 -1.7841 2.3869 0.029
H -0.8630 1.3935 2.6104 0.069
H 1.4291 -0.2434 4.7667 0.048
H -0.4404 -0.2999 0.5790 0.009
H -3.0418 -0.6012 -2.1595 0.036
H -0.8789 -3.3099 -0.7728 0.014
H 2.0920 1.7014 1.6034 -0.010
H -2.1562 0.1536 -1.1518 -0.019
H 0.1715 0.7335 -0.3888 0.018
H 2.5704 1.6316 0.1460 -0.001
H 2.2756 0.2779 -2.4221 0.006
H -1.5767 1.6323 -3.1679 0.060
H 0.3604 1.9353 -1.8927 0.007
H 0.6452 -0.2360 3.4533 -0.008
H -0.7426 0.4034 -3.5217 0.064
H -2.3849 -1.5829 0.8921 -0.003
H 0.2121 2.4623 2.8022 0.070
H 0.2734 -2.3678 -1.1052 0.015
H -0.2616 -2.8556 1.5324 0.066
```

Calculated values
E (a.u.): -840.8401
HOMO-LUMO gap (hartree): 0.396
SMILES: O.O.O.O.O.O.O.O.O.O.O
E_HOMO (eV): -10.91



# 4
C25H38ClNO3 | ωB97M-V with the def2-TZVPD basis set

```
68
Properties=species:S:1:pos:R:3:lowdin_charge:R:1
Cl 5.8339 -1.5299 -5.2653 0.466
O 3.0706 -3.8162 -0.1808 -0.036
O -0.4165 -5.7823 -3.8957 -0.038
O -0.5719 -0.6330 -2.0356 -0.076
N 1.8443 -0.0322 -1.7353 0.095
C 2.2124 1.9055 5.3631 -0.115
C 1.7328 2.0982 2.2773 -0.238
C 0.4974 -0.5348 -1.2029 -0.284
C 2.1765 -3.5609 -1.1557 -0.169
C 0.0478 -2.6592 0.5048 -0.122
C 3.1561 1.9951 1.7228 -0.272
C -5.3935 1.9874 1.0702 -0.272
C 2.4210 3.1620 4.5310 -0.271
C 2.5915 -3.4056 -2.7685 -0.021
C 3.5884 3.2353 0.9565 -0.109
C -3.9436 0.3954 -1.1995 -0.267
C 3.9742 -2.6194 -3.1827 -0.006
C 4.2821 -2.4734 -4.8026 -0.507
C -0.3900 -4.0214 -1.8982 0.070
C -3.9154 0.0173 0.2838 -0.231
C 0.3257 -1.0189 0.3887 -0.097
C 1.5530 -4.0300 -3.9214 -0.014
C 3.2582 -3.1180 -5.9572 -0.040
C -5.1316 0.4784 1.0943 -0.228
C 1.5138 3.2200 3.2982 -0.225
C -4.2581 2.7969 1.6789 -0.117
C 0.5358 -3.4227 -0.8618 -0.102
C 1.8460 -3.9189 -5.5549 0.024
C 0.1774 -4.7455 -3.2947 -0.203
C -5.1061 -0.2322 -1.9524 -0.111
H -3.3237 2.6633 1.1267 0.063
H -1.1073 -2.7847 0.6613 0.121
H 2.2125 4.0357 5.1596 0.106
H -3.0068 0.0614 -1.6622 0.084
H 1.0365 2.2502 1.4428 0.107
H -3.0004 0.4204 0.7330 0.086
H -6.3102 2.1919 1.6356 0.105
H 3.4728 3.2390 4.2384 0.099
H -6.0285 -0.0382 0.7372 0.100
H -5.0660 -1.3241 -1.8881 0.075
H 0.6798 -3.0143 1.4370 0.130
H 2.4690 -0.0205 -0.8988 0.055
H 2.8642 1.9242 6.2423 0.072
H -3.8361 -1.0738 0.3709 0.106
H 1.3658 -0.7757 0.8953 0.102
H 4.6341 -2.1790 -2.3224 0.108
H 3.8697 1.7922 2.5285 0.104
H -4.5043 3.8632 1.6599 0.070
H -4.9948 0.1588 2.1359 0.109
H -1.5646 -3.9786 -1.7653 0.136
H 1.7813 0.9566 -2.0640 0.098
H 3.5076 -2.9754 -7.1114 0.097
H 1.4581 1.1359 2.7244 0.092
H 0.4664 3.1893 3.6269 0.111
H 2.9160 3.4250 0.1139 0.074
H -6.0709 0.1015 -1.5582 0.065
H -5.5815 2.3288 0.0476 0.099
H 1.6470 4.1914 2.8111 0.101
H 1.1767 1.8373 5.7107 0.076
H -0.5093 -0.3736 0.8987 0.119
H 3.2053 1.1323 1.0472 0.080
H 2.4474 1.0003 4.7964 0.065
H 4.5993 3.1007 0.5610 0.073
H 3.5989 4.1231 1.5962 0.069
H -5.0660 0.0479 -3.0091 0.072
H -4.0892 2.5067 2.7207 0.075
H 1.1104 -4.3599 -6.3648 0.109
H -3.9715 1.4837 -1.3192 0.101
```

Calculated values
E (a.u.): -1715.5482
HOMO-LUMO gap (hartree): 0.267
SMILES: NC(=O)CCC1=CC(=O)c2ccc(Cl)cc2C1=O.CCCCCC.CCCCCC
E_HOMO (eV): -9.01